Record 1
{
  "formula": "C25H80F6N23O27S2",
  "method": "ωB97M-V with the def2-TZVPD basis set",
  "energy_ev": -154759.890,
  "e_homo_ev": -7.5425,
  "multiplicity": 1,
  "e_above_lowest_kcal_mol": 47.7,
  "lumo_ev": 1.54,
  "charge": -1,
  "orbital_gap_ev": 9.083,
  "species": ["S", "S", "F", "F", "F", "F", "F", "F", "O", "O", "O", "O", "O", "O", "O", "O", "O", "O", "O", "O", "O", "O", "O", "O", "O", "O", "O", "O", "O", "O", "O", "O", "O", "O", "O", "N", "N", "N", "N", "N", "N", "N", "N", "N", "N", "N", "N", "N", "N", "N", "N", "N", "N", "N", "N", "N", "N", "N", "C", "C", "C", "C", "C", "C", "C", "C", "C", "C", "C", "C", "C", "C", "C", "C", "C", "C", "C", "C", "C", "C", "C", "C", "C", "H", "H", "H", "H", "H", "H", "H", "H", "H", "H", "H", "H", "H", "H", "H", "H", "H", "H", "H", "H", "H", "H", "H", "H", "H", "H", "H", "H", "H", "H", "H", "H", "H", "H", "H", "H", "H", "H", "H", "H", "H", "H", "H", "H", "H", "H", "H", "H", "H", "H", "H", "H", "H", "H", "H", "H", "H", "H", "H", "H", "H", "H", "H", "H", "H", "H", "H", "H", "H", "H", "H", "H", "H", "H", "H", "H", "H", "H", "H", "H"],
  "positions_angstrom": [[-15.1855, -12.4850, 16.8223], [-12.7578, -11.9381, 16.6738], [-11.0645, -13.6155, 17.8128], [-10.9176, -11.6431, 18.6358], [-17.7880, -12.5542, 17.8519], [-16.9753, -10.5683, 17.4558], [-16.3860, -11.7643, 19.1883], [-12.6174, -12.8465, 19.1920], [-11.4911, -17.8452, 11.9241], [-15.9371, -17.0990, 14.6808], [-15.4611, -12.5527, 15.4040], [-12.1806, -14.5298, 22.9556], [-12.1195, -9.4904, 14.0206], [-15.3719, -11.3050, 11.6202], [-14.9311, -13.7825, 17.4178], [-18.6589, -7.4153, 13.2066], [-19.8796, -11.5294, 22.5846], [-14.9646, -8.9859, 16.2420], [-18.3893, -15.7597, 14.1007], [-11.9990, -10.7320, 16.3419], [-14.0662, -18.6267, 12.7279], [-10.2185, -5.6855, 17.7445], [-15.5559, -14.3635, 23.2655], [-7.9064, -16.5334, 19.3801], [-15.5348, -17.5590, 19.8276], [-10.9827, -9.0241, 11.4954], [-20.1912, -11.1178, 17.5166], [-11.4684, -17.4932, 16.4525], [-19.2717, -14.5663, 18.5019], [-17.4260, -11.7414, 13.6224], [-12.7165, -12.9291, 15.6327], [-18.8398, -6.3012, 18.8483], [-13.4598, -16.6428, 21.6519], [-14.1682, -8.7661, 19.1756], [-13.7541, -18.3129, 14.9063], [-19.9292, -8.2529, 18.2989], [-10.2076, -17.7144, 13.8209], [-9.0842, -15.6004, 17.6240], [-21.9906, -11.2657, 16.1494], [-17.7711, -16.2539, 18.5013], [-19.2190, -10.2045, 20.8471], [-19.5888, -15.7452, 16.0328], [-18.6900, -13.8191, 15.2558], [-11.9816, -6.6598, 18.8178], [-10.3035, -7.9357, 17.9651], [-14.2115, -11.3239, 17.2361], [-15.8804, -12.7951, 21.7082], [-18.7698, -15.5730, 20.4698], [-20.2192, -12.1740, 20.4083], [-10.6204, -13.5902, 24.3178], [-18.1152, -9.1459, 14.5222], [-17.6635, -13.5404, 22.9419], [-9.6876, -17.6015, 18.4775], [-11.3856, -12.4733, 22.5004], [-16.5701, -7.6006, 14.2210], [-21.4124, -13.0288, 17.4555], [-11.3832, -15.9367, 13.1683], [-18.3129, -7.5322, 16.9857], [-14.6551, -7.7847, 16.9506], [-17.8315, -7.9684, 13.9343], [-18.9137, -15.1358, 15.0180], [-17.6799, -11.7894, 12.2327], [-19.0083, -7.2718, 18.1165], [-12.2084, -9.7361, 11.6198], [-11.0796, -17.2119, 12.8979], [-16.3437, -13.6149, 22.6900], [-14.8623, -16.3016, 19.6418], [-16.4349, -12.2190, 11.3899], [-14.8703, -16.6293, 13.8460], [-21.1589, -11.7763, 17.0796], [-14.8234, -17.4389, 12.5340], [-15.0377, -7.8651, 18.4789], [-12.5746, -16.6415, 16.2065], [-13.4432, -16.3825, 20.2929], [-18.5889, -15.3917, 19.1478], [-13.8327, -17.4931, 16.0589], [-11.4239, -13.6044, 23.2479], [-11.7788, -12.5828, 18.2302], [-16.6931, -11.7834, 17.8902], [-12.2603, -10.4358, 12.9766], [-8.8627, -16.5335, 18.6239], [-10.8216, -6.6878, 18.1130], [-19.8040, -11.3147, 21.3751], [-17.4087, -9.5966, 15.0806], [-14.8772, -12.7828, 21.6572], [-12.4070, -5.7679, 19.0016], [-12.1219, -15.6186, 12.5531], [-11.9198, -12.4686, 21.6518], [-18.5472, -12.4285, 12.0817], [-14.0919, -9.5651, 18.6533], [-10.2105, -12.7582, 24.7019], [-16.3361, -6.6637, 13.9318], [-15.7428, -10.4160, 11.6694], [-9.7825, -18.5841, 13.5424], [-20.6358, -8.1470, 19.0061], [-12.8580, -15.4588, 20.1882], [-19.9229, -11.9541, 19.4688], [-16.0537, -8.2204, 18.6345], [-14.9249, -6.8518, 18.8668], [-14.0406, -18.0453, 16.9761], [-12.8113, -17.1367, 19.8097], [-19.2819, -14.8459, 20.9353], [-13.1275, -18.4551, 12.5759], [-14.9630, -18.2437, 19.4714], [-10.8067, -8.7661, 18.2016], [-17.5367, -6.9783, 16.6745], [-16.1865, -13.2168, 11.7539], [-14.6049, -16.7141, 16.1094], [-16.6495, -16.4590, 14.5404], [-14.5665, -9.8527, 16.5649], [-10.6428, -14.3671, 24.9558], [-22.3558, -13.3412, 17.3083], [-9.3841, -7.9664, 17.5636], [-16.5949, -11.2795, 13.7841], [-22.7055, -11.8534, 15.7589], [-9.8129, -17.1512, 14.5490], [-18.1289, -14.2906, 23.4180], [-10.6560, -11.8183, 22.7142], [-9.3687, -18.5056, 18.7765], [-11.4446, -11.1558, 13.0615], [-15.9724, -8.0821, 14.8800], [-8.2657, -15.0241, 17.5267], [-18.5326, -8.3809, 16.4906], [-12.4532, -10.4659, 10.8496], [-18.2308, -12.7718, 22.6120], [-12.6255, -7.4483, 18.8573], [-12.3608, -16.0719, 15.2961], [-11.1808, -15.3431, 13.9512], [-11.1278, -8.1942, 11.9544], [-19.6497, -16.7460, 15.9293], [-13.2216, -10.9460, 13.0873], [-17.8416, -16.1435, 17.5032], [-19.4297, -9.9769, 19.8909], [-19.9067, -9.1137, 17.7727], [-17.8673, -10.8219, 11.7476], [-11.2095, -17.9790, 15.6642], [-18.9262, -9.6674, 14.2460], [-13.9403, -17.7570, 14.1342], [-13.9799, -16.5800, 14.4758], [-12.9543, -8.9348, 11.6049], [-18.7626, -13.2211, 16.0559], [-12.7539, -15.9082, 16.9961], [-14.6054, -16.2978, 18.5750], [-16.4503, -12.3476, 21.0125], [-19.6473, -15.3386, 16.9753], [-21.7393, -10.4556, 15.6111], [-12.3696, -9.8602, 14.8865], [-10.4416, -17.5951, 17.7791], [-15.4590, -15.4080, 19.8016], [-20.7069, -13.6259, 17.8894], [-15.8037, -17.5172, 12.0718], [-16.6987, -12.3442, 10.3381], [-9.8966, -15.6543, 17.0423], [-18.1657, -16.2637, 20.8852], [-15.1671, -15.6053, 13.5929], [-18.3270, -13.3429, 14.4394], [-15.2944, -7.0279, 16.4927], [-13.5862, -7.5603, 16.9204], [-17.1000, -16.8001, 19.0270], [-14.1803, -16.7762, 11.9384], [-20.7708, -12.9772, 20.6420], [-18.9804, -9.5726, 21.5957], [-13.3131, -15.8786, 22.2242]],
  "forces_ev_per_angstrom": [[-3.906, -2.317, 0.377], [2.813, 3.192, -0.351], [-0.439, -0.247, 0.504], [-0.443, -0.129, -0.001], [0.567, 0.250, -0.825], [-0.243, 0.298, 0.151], [0.769, 0.675, -0.320], [-0.155, -0.645, 0.729], [0.090, 0.453, 0.775], [-0.394, 0.365, -0.391], [-0.461, 0.933, 0.935], [0.765, 0.333, 0.344], [-0.175, 0.830, -0.326], [-0.149, -0.413, -0.033], [0.202, 0.757, 0.307], [1.056, 0.264, 0.418], [-0.050, 0.009, -0.274], [-0.034, -0.143, -0.190], [-0.590, 0.237, -0.795], [-0.455, -0.836, 1.041], [-1.550, -0.914, -2.183], [-0.301, -0.223, 0.122], [-0.688, 0.086, 0.077], [-0.107, 0.712, -0.010], [-0.937, 0.710, 0.574], [0.374, -0.563, -0.851], [-0.436, -0.392, -0.370], [0.727, 0.506, 0.704], [-0.080, 0.034, 0.487], [-0.288, -0.001, -0.649], [-0.585, -0.310, 1.058], [-0.221, -0.488, -0.314], [-0.449, -1.289, 0.918], [0.310, 0.807, 0.118], [1.106, -1.450, 3.789], [-0.926, -0.416, 0.862], [0.035, -1.370, -0.495], [1.013, 0.206, 1.512], [-0.978, 0.240, -0.492], [-0.745, 0.922, 0.670], [0.046, -0.488, 1.034], [-0.618, -0.972, -0.130], [0.319, 0.841, -2.322], [-1.243, 0.039, 0.328], [0.326, 0.102, -0.296], [2.435, -1.848, -0.505], [0.118, 0.414, -0.002], [0.432, -0.111, -0.654], [0.104, 0.117, 0.213], [1.059, -0.424, 1.551], [-0.452, -1.144, 0.906], [-1.043, 0.082, -0.153], [-1.094, -0.621, 0.256], [0.285, 0.266, 0.312], [0.620, 1.919, -0.541], [-0.668, -0.712, 0.358], [-1.888, 1.280, -1.732], [0.505, -0.059, -0.306], [-0.674, -1.254, 1.630], [-1.275, -0.520, -0.814], [0.983, 0.198, 2.489], [1.168, 0.288, -1.287], [0.403, 0.642, 0.111], [-0.390, 0.852, 1.669], [1.212, -0.271, 0.573], [1.317, -0.785, 0.107], [2.809, -1.244, -1.345], [-1.110, -0.707, 1.362], [-4.043, 2.522, -0.957], [1.823, 1.137, 0.188], [2.767, 1.379, 0.353], [0.350, -0.436, -1.410], [-0.447, -0.972, -0.187], [-0.178, 1.504, 0.676], [-0.763, -0.565, -0.861], [0.920, 1.100, 0.784], [-1.806, -0.607, -1.110], [-0.035, 0.984, -1.825], [0.215, -1.345, -0.643], [-0.361, 0.073, 0.401], [0.406, -1.531, -1.443], [0.711, 0.395, 0.261], [-0.073, -0.466, -0.122], [-0.130, -0.271, -0.113], [-0.055, 0.085, -0.310], [0.226, 0.112, -0.259], [0.187, 0.439, 0.216], [0.197, 0.197, -0.056], [0.088, -0.136, -0.099], [-0.107, -0.439, -0.157], [-0.090, 0.135, -0.279], [0.232, -0.141, 0.049], [0.042, 0.060, -0.164], [0.183, 0.064, 0.345], [0.150, 0.085, 0.001], [-0.395, 0.254, -0.704], [-0.409, -0.481, -0.297], [-0.272, 0.284, -0.244], [0.043, -0.167, 0.380], [0.427, -0.546, -0.196], [-0.433, -0.313, -0.217], [0.353, -0.136, 0.500], [-0.035, 0.035, -0.564], [0.041, -0.022, 0.032], [0.027, -0.217, -0.030], [-0.120, 0.100, 0.180], [0.722, 0.094, 0.026], [-0.358, -0.584, -0.449], [-0.422, -0.289, -0.003], [-0.223, 1.520, -0.139], [-0.229, -0.099, -0.240], [0.235, -0.565, -0.042], [-0.154, -0.280, -0.171], [0.176, -0.273, -0.013], [0.126, 0.006, -0.171], [0.322, 0.094, -0.087], [0.258, 0.102, 0.287], [-0.157, 0.294, -0.602], [0.034, 0.237, 0.499], [0.074, -0.267, -0.261], [-0.006, -0.272, -0.113], [-0.590, 0.592, -0.503], [0.242, 0.331, -0.284], [0.650, 0.172, -0.365], [-0.060, -0.082, 0.189], [0.523, 0.044, 0.193], [-0.402, -0.032, 0.219], [0.351, -0.372, 0.136], [0.178, -0.051, 0.170], [0.014, 0.038, 0.142], [0.020, -0.238, -0.228], [0.768, -0.396, -0.079], [0.241, 0.709, 0.096], [-0.216, -0.044, -0.005], [-0.681, 0.470, 0.721], [-0.537, -0.101, -0.303], [0.118, -0.006, -0.091], [1.001, -2.391, 1.145], [-0.507, 1.995, -1.420], [-0.633, -0.489, -0.033], [-0.529, -0.644, 0.547], [0.566, -0.201, 0.360], [-0.222, 0.591, -0.198], [0.091, -0.075, 0.335], [-0.014, 0.053, -0.649], [0.106, 0.130, 0.360], [0.326, -0.023, -0.642], [0.634, -0.005, 0.433], [-0.220, -0.337, 0.757], [-0.228, 0.319, 0.235], [0.035, -0.568, 0.240], [-0.041, 0.391, -0.125], [0.203, 0.178, -0.268], [-0.202, 0.359, 0.758], [0.422, 0.145, -0.343], [0.427, 0.104, 0.393], [0.447, 0.303, 0.012], [-0.114, 0.240, -0.431], [0.225, -0.404, -0.580], [-0.387, -0.024, -0.717], [0.066, 0.012, -0.119], [0.126, 0.618, -0.709], [0.042, 0.270, -0.403]],
  "lowdin_charge": [0.58, 0.69, 0.14, 0.14, 0.10, 0.14, 0.11, 0.16, 0.04, -0.07, -0.27, 0.03, -0.09, -0.06, -0.30, 0.01, -0.01, -0.15, 0.01, -0.32, -0.07, 0.01, 0.01, 0.02, -0.09, -0.07, -0.04, -0.11, -0.08, -0.11, -0.27, 0.01, -0.07, -0.08, -0.08, 0.14, 0.16, 0.14, 0.17, 0.22, 0.18, 0.15, 0.20, 0.16, 0.16, -0.31, 0.17, 0.20, 0.18, 0.16, 0.14, 0.17, 0.14, 0.17, 0.18, 0.19, 0.18, 0.17, -0.19, -0.71, -0.66, -0.22, -0.68, -0.24, -0.66, -0.69, -0.20, -0.22, -0.26, -0.65, -0.16, -0.20, -0.20, -0.25, -0.61, -0.25, -0.66, -0.64, -0.60, -0.25, -0.68, -0.69, -0.69, 0.08, 0.10, 0.10, 0.12, 0.09, 0.12, 0.04, 0.10, 0.12, 0.09, 0.12, 0.11, 0.11, 0.05, 0.10, 0.12, 0.13, 0.11, 0.09, 0.05, 0.09, 0.08, 0.09, 0.11, 0.11, 0.05, 0.02, 0.11, 0.11, 0.11, 0.07, 0.10, 0.10, 0.10, 0.10, 0.10, 0.12, 0.05, 0.10, 0.06, 0.11, 0.05, 0.05, 0.09, 0.11, 0.08, 0.11, 0.10, 0.10, 0.06, 0.05, 0.11, 0.07, 0.11, -0.04, 0.08, 0.11, 0.07, 0.12, 0.08, 0.06, 0.04, 0.11, 0.02, 0.04, 0.11, 0.06, 0.14, 0.11, 0.06, 0.12, 0.15, 0.07, 0.10, 0.11, 0.07, 0.11, 0.10, 0.12, 0.04]
}

Record 2
{
  "formula": "C9H14",
  "method": "ωB97M-V with the def2-TZVPD basis set",
  "energy_ev": -9558.586,
  "e_homo_ev": -8.9730,
  "multiplicity": 1,
  "e_above_lowest_kcal_mol": 36.8,
  "lumo_ev": 1.05,
  "smiles": "Cc1ccccc1.CC",
  "orbital_gap_ev": 10.018,
  "species": ["C", "C", "C", "C", "C", "C", "C", "C", "C", "H", "H", "H", "H", "H", "H", "H", "H", "H", "H", "H", "H", "H", "H"],
  "positions_angstrom": [[1.7580, -1.3762, -0.7057], [1.2566, -2.5998, -0.1258], [-0.4772, -0.6682, -1.1533], [-0.9857, -1.9215, -0.7642], [0.9575, -0.3789, -1.1553], [-1.0470, 2.0698, 0.9100], [-1.2498, 1.6756, 2.3658], [1.3214, 0.9859, -1.5895], [-0.0941, -2.8861, -0.2323], [-0.9464, 2.5581, 2.9737], [2.4540, 1.0601, -1.8052], [-0.5228, 0.9422, 2.8017], [1.1416, 1.6944, -0.7021], [-1.9493, 2.0659, 0.3639], [-2.1190, -1.9079, -0.7500], [-0.6912, 3.1432, 0.9434], [-0.5788, -3.7216, 0.0366], [1.9707, -3.3745, 0.2965], [-2.1996, 1.3011, 2.6992], [2.8699, -1.4047, -0.9030], [0.6395, 1.3099, -2.4336], [-0.3787, 1.3094, 0.3745], [-1.1294, 0.1237, -1.4454]],
  "forces_ev_per_angstrom": [[2.090, -2.309, 0.531], [0.355, -0.186, -0.805], [1.881, -1.305, 0.619], [-0.057, 2.591, -0.044], [-3.456, -0.662, -0.091], [1.652, -0.323, 0.184], [1.906, 0.257, 1.819], [1.383, 1.487, 0.254], [0.377, 3.444, -1.067], [-0.833, -0.421, -0.096], [-1.877, 0.031, -0.096], [-0.380, 0.193, -0.983], [0.297, -0.844, -1.421], [-1.212, 0.044, -0.596], [1.535, -0.985, -0.011], [0.092, -1.396, -0.708], [-0.897, -3.317, 1.373], [-0.943, 1.175, -0.693], [-0.681, 0.139, -0.226], [-1.191, 0.668, 0.640], [1.193, -0.174, 0.823], [-0.743, 1.590, 0.877], [-0.490, 0.305, -0.284]],
  "lowdin_charge": [-0.07, -0.07, -0.07, -0.07, -0.33, -0.16, -0.18, -0.08, -0.10, 0.06, 0.10, 0.07, 0.08, 0.04, 0.12, 0.09, 0.05, 0.12, 0.05, 0.12, 0.10, 0.04, 0.09]
}